ORCA calculation (ωB97M-V/def2-TZVPD) on a cluster of 2 separate species, C11H15N in total.

Values from the calculation:
SMILES: Cc1c[nH]c2ccccc12.CC
molecular weight: 161.25 g/mol
Kohn-Sham gap: 8.91 eV

```
27
C11H15N | the OMol25 dataset | ωB97M-V/def2-TZVPD
C 2.0352 -1.9204 -1.3559
C 1.0598 -1.4124 -0.4087
C -0.1562 -1.7063 0.0565
N -0.4307 -1.0426 1.2965
C 0.5927 -0.1114 1.4600
C 0.7658 0.8866 2.4568
C 1.7297 1.8747 2.2768
C 2.7018 1.6973 1.3134
C 2.5927 0.6180 0.4129
C 1.5287 -0.2698 0.4236
H 2.8052 -1.2346 -1.6745
H 1.7128 -2.4498 -2.2728
H 2.6090 -2.7955 -0.9405
H -0.7368 -2.5690 -0.2561
H -1.4155 -0.9402 1.4741
H 0.1447 1.0114 3.3389
H 1.6999 2.7251 2.9567
H 3.4170 2.4936 1.0696
H 3.2407 0.7339 -0.4596
C -3.1423 -0.1442 -1.7181
C -3.2915 1.2639 -1.0539
H -3.8426 -0.8539 -1.2969
H -3.4233 -0.0615 -2.7719
H -2.1134 -0.4836 -1.6977
H -4.1592 1.7337 -1.4925
H -2.3911 1.8704 -1.1335
H -3.5332 1.0867 -0.0031
```